(1)
C21H24N2O3 in the gas phase. Source: the Open Molecules 2025 dataset; level of theory: ωB97M-V/def2-TZVPD.

HOMO-LUMO gap (eV): 8.9
HOMO (Ha): -0.3067
Energy (Eh): -1149.90868
Energy relative to the best compared isomer or geometry (same formula, charge and spin) (kJ/mol): 50.3
Max |F| (Eh/bohr): 0.014
SMILES: O=C(OCC(=O)N1CCCC1)c1c2c(nc3ccccc13)CCCCC2
E_LUMO (eV): 0.553

Last column: Löwdin charge in e.
Geometry (Å):
O  0.296  1.095  1.062  0.152
C  -0.079  0.444  0.120  -0.461
O  -0.192  0.941  -1.119  0.049
C  0.237  2.284  -1.258  -0.061
C  1.741  2.389  -0.965  -0.436
O  2.475  1.426  -1.064  0.075
N  2.185  3.605  -0.622  -0.044
C  1.404  4.812  -0.429  -0.153
C  2.458  5.894  -0.189  -0.163
C  3.584  5.122  0.494  -0.162
C  3.583  3.801  -0.265  -0.132
C  -0.519  -0.985  0.169  -0.009
C  -1.811  -1.306  0.534  -0.073
C  -2.155  -2.686  0.552  -0.211
N  -1.296  -3.629  0.264  0.160
C  -0.030  -3.331  -0.071  -0.214
C  0.863  -4.382  -0.365  -0.018
C  2.151  -4.102  -0.726  -0.081
C  2.597  -2.773  -0.812  -0.070
C  1.757  -1.731  -0.532  0.001
C  0.424  -1.989  -0.152  -0.081
C  -3.528  -3.211  0.881  -0.130
C  -4.673  -2.343  0.365  -0.197
C  -5.040  -1.230  1.345  -0.211
C  -3.811  -0.535  1.928  -0.191
C  -2.768  -0.189  0.867  -0.125
H  0.035  2.558  -2.296  0.146
H  -0.334  2.921  -0.575  0.126
H  0.783  5.025  -1.303  0.124
H  0.755  4.707  0.449  0.129
H  2.075  6.713  0.415  0.111
H  2.805  6.294  -1.142  0.114
H  4.542  5.632  0.435  0.111
H  3.339  4.952  1.543  0.116
H  3.932  2.951  0.324  0.127
H  4.189  3.860  -1.176  0.131
H  0.496  -5.394  -0.294  0.109
H  2.838  -4.906  -0.951  0.101
H  3.618  -2.576  -1.104  0.104
H  2.105  -0.712  -0.606  0.093
H  -3.580  -4.209  0.442  0.114
H  -3.618  -3.336  1.963  0.122
H  -4.390  -1.920  -0.601  0.114
H  -5.553  -2.968  0.198  0.108
H  -5.665  -0.495  0.831  0.109
H  -5.630  -1.647  2.165  0.110
H  -4.134  0.385  2.421  0.110
H  -3.345  -1.160  2.691  0.116
H  -3.273  0.138  -0.048  0.132
H  -2.178  0.656  1.226  0.112

---

(2)
A molecular structure, C12H36LiO6S6. Source: the Open Molecules 2025 dataset; level of theory: ωB97M-V/def2-TZVPD.

Charge: +1
HOMO-LUMO gap (eV): 8.2
HOMO (Ha): -0.3753
Energy (Eh): -3326.42815
Energy relative to the best compared isomer or geometry (same formula, charge and spin) (kJ/mol): 31.5
Max |F| (Eh/bohr): 0.130
E_LUMO (eV): -2.039

Last column: Löwdin charge in e.
Geometry (Å):
Li  0.093  -0.391  -0.194  0.542
C  3.507  -2.295  1.887  -0.266
S  2.824  -0.850  1.128  0.890
O  1.372  -1.337  0.883  -0.646
C  2.507  0.104  2.718  -0.190
H  3.672  -2.851  1.060  -0.011
H  2.882  -2.817  2.730  0.129
H  4.534  -1.817  2.025  0.078
H  3.368  0.140  3.374  0.057
H  1.742  -0.385  3.269  0.040
H  2.137  1.031  2.375  0.005
C  -3.727  -0.242  -2.665  -0.294
S  -3.004  0.398  -1.191  0.826
O  -1.721  -0.412  -1.130  -0.624
C  -2.338  1.908  -1.859  -0.287
H  -4.806  0.183  -2.909  0.112
H  -3.949  -1.244  -2.213  0.045
H  -2.952  -0.472  -3.501  0.095
H  -3.154  2.607  -1.983  0.040
H  -1.901  1.809  -3.020  0.132
H  -1.462  2.040  -1.102  0.059
C  0.549  -1.401  -4.436  -0.250
S  1.528  -0.739  -3.178  0.867
O  0.836  -1.232  -1.908  -0.605
C  3.025  -1.725  -3.482  -0.246
H  -0.386  -1.253  -4.253  -0.025
H  0.560  -2.513  -4.517  0.110
H  0.880  -0.779  -5.223  0.050
H  3.211  -1.449  -4.475  0.018
H  2.931  -2.842  -3.641  0.083
H  3.739  -1.693  -2.567  0.096
C  -1.089  -2.622  3.579  -0.274
S  -2.163  -3.697  2.646  0.784
O  -3.142  -4.241  3.612  -0.543
C  -2.936  -2.503  1.605  -0.282
H  -0.625  -3.233  4.473  0.103
H  -1.840  -1.950  4.074  0.050
H  -0.346  -2.355  2.827  0.023
H  -2.043  -1.866  1.179  0.066
H  -3.564  -1.804  2.068  0.033
H  -3.251  -2.894  0.623  0.060
C  -2.389  1.177  3.589  -0.222
S  -1.007  1.667  2.453  0.894
O  -0.836  0.660  1.338  -0.625
C  -1.996  3.037  1.726  -0.234
H  -2.242  0.198  3.976  0.004
H  -3.145  1.045  2.808  0.043
H  -2.779  2.012  4.301  0.108
H  -2.561  3.559  2.457  0.043
H  -2.658  3.013  0.928  0.030
H  -1.190  3.714  1.509  0.036
C  1.529  3.111  -2.292  -0.231
S  1.946  2.738  -0.597  0.846
O  1.503  1.249  -0.375  -0.657
C  3.691  2.685  -0.627  -0.288
H  1.916  4.260  -2.437  0.137
H  0.573  2.914  -2.492  -0.018
H  2.119  2.484  -2.893  0.024
H  4.260  2.604  0.412  0.117
H  3.755  3.701  -1.157  0.065
H  4.017  1.853  -1.317  0.078

---

(3)
5 unconnected molecules or ions with the total composition C4H17N2O6. Source: the Open Molecules 2025 dataset; level of theory: ωB97M-V/def2-TZVPD.

Charge: -1
HOMO-LUMO gap (eV): 8.5
HOMO (Ha): -0.1874
Energy (Eh): -723.63112
Energy relative to the best compared isomer or geometry (same formula, charge and spin) (kJ/mol): 173.8
Max |F| (Eh/bohr): 0.110
E_LUMO (eV): 3.379

Last column: Löwdin charge in e.
Geometry (Å):
C  1.894  0.792  0.705  -0.216
C  1.529  -0.624  1.168  -0.158
C  0.032  -0.966  1.221  -0.269
O  -0.271  -2.167  0.566  -0.131
N  0.787  1.543  0.097  -0.009
C  0.594  1.439  -1.331  -0.646
N  1.268  0.518  -2.041  0.066
O  -0.203  2.289  -1.794  -0.081
H  2.267  1.410  1.597  0.121
H  2.749  0.781  -0.057  0.118
H  2.068  -1.379  0.487  0.118
H  1.996  -0.814  2.158  0.101
H  -0.372  -1.141  2.228  0.124
H  -0.539  -0.198  0.724  0.064
H  0.742  2.430  0.413  0.065
H  1.100  0.543  -2.973  -0.010
H  1.480  -1.113  -1.565  0.007
H  0.833  -2.247  -2.352  -0.004
H  0.281  -2.262  -0.270  0.060
O  1.328  -2.119  -1.600  -0.093
H  -2.741  -0.822  -0.359  -0.081
H  -1.941  -1.956  0.177  -0.024
O  -2.841  -1.665  -0.018  -0.065
H  -1.881  1.212  -1.236  -0.021
H  -2.592  1.330  0.065  0.015
O  -2.653  0.899  -0.817  -0.058
H  -0.999  1.706  1.175  0.044
H  -2.012  0.837  1.999  0.060
O  -1.902  1.744  1.631  -0.099

---

(4)
2 unconnected molecules or ions with the total composition C6H9O2S. Source: the Open Molecules 2025 dataset; level of theory: ωB97M-V/def2-TZVPD.

Charge: -1
HOMO-LUMO gap (spin up / spin down) (eV): 7.3 / 7.3
HOMO (spin up / spin down) (Ha): -0.1671 / -0.1672
Energy (Eh): -782.50322
Energy relative to the best compared isomer or geometry (same formula, charge and spin) (kJ/mol): 521.3
Max |F| (Eh/bohr): 0.083
E_LUMO (spin up / spin down) (eV): 2.712 / 2.713

Last column: Löwdin charge in e.
Geometry (Å):
C  2.436  2.287  -0.804  -0.209
C  1.406  1.972  -0.280  -0.158
C  0.711  -1.189  -1.388  -0.134
C  -0.597  0.312  1.793  -0.138
C  0.205  -1.101  0.023  -0.341
C  -0.602  0.137  0.297  -0.265
O  -2.725  -1.009  -0.309  -0.514
O  -3.017  1.424  0.073  -0.555
S  -2.300  0.320  -0.674  0.648
H  3.442  2.491  -1.111  -0.051
H  -0.128  -1.179  -2.181  0.096
H  1.183  -2.192  -1.458  0.065
H  1.421  -0.322  -1.467  0.051
H  -0.944  1.408  2.015  0.116
H  0.350  0.188  2.204  0.034
H  -1.222  -0.475  2.228  0.095
H  0.962  -1.107  0.815  0.101
H  -0.581  -1.966  0.224  0.157

---

(5)
2 unconnected molecules or ions with the total composition C2H3BN2O2S. Source: the Open Molecules 2025 dataset; level of theory: ωB97M-V/def2-TZVPD.

HOMO-LUMO gap (eV): 9.8
HOMO (Ha): -0.3965
Energy (Eh): -761.04374
Energy relative to the best compared isomer or geometry (same formula, charge and spin) (kJ/mol): 188.0
Max |F| (Eh/bohr): 0.086
SMILES: O=Bc1cnns1.O
E_LUMO (eV): -1.028

Last column: Löwdin charge in e.
Geometry (Å):
O  1.353  -0.955  2.454  0.172
B  0.543  -0.792  1.605  -0.379
C  -0.406  -0.224  0.594  -0.437
C  -1.364  -0.792  -0.207  -0.206
N  -2.110  0.070  -0.795  -0.060
N  -1.837  1.267  -0.502  -0.315
S  -0.634  1.447  0.582  1.116
H  -1.541  -1.890  -0.340  0.149
O  2.175  0.720  -1.461  -0.018
H  2.233  -0.086  -1.023  -0.009
H  1.587  1.235  -0.906  -0.012

---

(6)
C7H14O3Si in the gas phase. Source: the Open Molecules 2025 dataset; level of theory: ωB97M-V/def2-TZVPD.

HOMO-LUMO gap (spin up / spin down) (eV): 8.4 / 6.9
HOMO (spin up / spin down) (Ha): -0.3013 / -0.2738
Energy (Eh): -790.18390
Energy relative to the best compared isomer or geometry (same formula, charge and spin) (kJ/mol): 540.7
Max |F| (Eh/bohr): 0.112
E_LUMO (spin up / spin down) (eV): 0.152 / -0.546

Last column: Löwdin charge in e.
Geometry (Å):
C  0.820  1.753  -1.292  -0.419
C  -0.449  2.059  1.162  -0.145
C  0.332  3.228  0.474  -0.099
C  0.231  0.725  1.229  -0.295
C  1.785  -1.111  -0.880  -0.166
C  -1.177  -0.108  -1.659  -0.175
C  -0.409  -2.196  0.539  -0.200
O  1.103  1.443  -2.413  0.091
O  0.422  2.925  -0.940  0.004
O  1.350  0.650  1.931  0.090
Si  0.124  -0.458  -0.216  0.556
H  -0.484  2.360  2.212  0.117
H  -1.491  2.006  0.832  0.127
H  -0.199  4.213  0.660  0.148
H  1.350  3.388  0.622  0.105
H  2.468  -0.336  -0.939  -0.003
H  2.329  -1.829  -0.296  0.028
H  1.538  -1.554  -1.793  0.019
H  -1.389  0.963  -2.033  0.054
H  -1.065  -0.740  -2.647  0.079
H  -2.067  -0.554  -1.207  0.003
H  -1.287  -2.301  1.310  0.059
H  -0.765  -2.660  -0.327  -0.018
H  0.352  -2.747  1.043  -0.004
H  1.715  -0.157  1.951  0.044